# 1
The following is a quantum chemistry calculation of 2 unconnected molecules or ions with the total composition C2H3N2O2 at a distorted geometry, from the OMol25 dataset.

charge: -1
DFT total energy: -9191.2736 eV
ΔE to the lowest compared entry with this formula, charge and spin: 148.3 kcal per mole
HOMO-LUMO gap (spin up / spin down): 6.5 / 6.5 eV

```
9
Properties=species:S:1:pos:R:3:mulliken_charge:R:1
C 0.1843 -0.5530 1.3013 0.190
C -0.5053 -0.1754 -1.1171 -0.044
N -0.0334 1.0831 -0.5958 -0.530
N 0.3384 -0.1311 0.0401 0.006
O 1.1042 0.9212 2.8386 -0.807
O -0.2154 -1.6438 1.6379 -0.464
H -1.5655 -0.3694 -0.9746 0.237
H -0.0797 -0.5898 -2.0267 0.193
H 0.7724 1.4582 -1.1036 0.219
```


# 2
The following is a quantum chemistry calculation of a gas-phase ion, C2H3N2O2 (charge -1) at a distorted geometry, from the OMol25 dataset.

charge: -1
SMILES: [O-]N1N=CCO1
DFT total energy: -9192.7456 eV
ΔE to the lowest compared entry with this formula, charge and spin: 114.3 kcal per mole
HOMO-LUMO gap: 6.7 eV

```
9
Properties=species:S:1:pos:R:3:mulliken_charge:R:1
O -2.8203 0.2629 0.3621 -0.713
N -1.3724 -0.0868 -0.2697 0.173
N -0.7091 -1.1539 -0.0873 -0.337
C 0.5597 -0.9172 0.0136 -0.329
C 0.8011 0.5874 0.0426 -0.119
O -0.4829 1.0985 -0.1361 -0.305
H 1.3212 -1.6540 -0.1505 0.343
H 1.2460 0.9261 1.0018 0.134
H 1.4567 0.9371 -0.7765 0.152
```


# 3
The following is a quantum chemistry calculation of a gas-phase ion, C2H3N2O2S (charge -1) at a distorted geometry, from the OMol25 dataset.

charge: -1
SMILES: O=NN/C=C(/O)[S-]
DFT total energy: -20029.6054 eV
ΔE to the lowest compared entry with this formula, charge and spin: 93.4 kcal per mole
HOMO-LUMO gap (spin up / spin down): 5.6 / 5.6 eV

```
10
Properties=species:S:1:pos:R:3:mulliken_charge:R:1
O 1.0321 -1.3190 -3.3452 -0.702
N 0.8254 -1.3565 -2.0713 -0.207
N -0.0076 -0.4672 -1.7098 0.292
C -0.2862 -0.2355 -0.4204 -0.596
C 0.3135 -1.0081 0.9482 0.195
O -0.0745 -0.2429 1.9967 -0.446
S 0.9022 -2.5469 0.8859 -0.425
H -0.4855 0.2912 -2.2831 0.312
H -0.7276 0.6423 -0.1951 0.269
H 0.0818 -0.6575 2.8703 0.308
```


# 4
The following is a quantum chemistry calculation of 2 unconnected molecules or ions with the total composition C2H3N2O3S2 at a distorted geometry, from the OMol25 dataset.

charge: -1
DFT total energy: -32913.5379 eV
ΔE to the lowest compared entry with this formula, charge and spin: 39.2 kcal per mole
HOMO-LUMO gap (spin up / spin down): 8.2 / 5.0 eV

```
12
Properties=species:S:1:pos:R:3:mulliken_charge:R:1
C -0.5896 -0.1529 -0.5170 -0.043
C -1.3245 0.6036 0.5587 -0.362
N -1.2049 -1.2077 -0.9240 -0.126
N -2.3533 -1.4540 -0.5314 -0.347
O 2.1325 1.2261 0.6995 -0.546
O 2.7057 -1.1777 0.5568 -0.555
O 2.9412 0.3461 -1.4547 -0.572
S -2.9393 -0.1019 0.5081 -0.098
S 2.3712 0.0903 -0.1347 0.801
H 0.4116 -0.1856 -0.6075 0.177
H -0.9098 0.4088 1.5289 0.308
H -1.2406 1.6048 0.3173 0.364
```


# 5
The following is a quantum chemistry calculation of a gas-phase ion, C2H3N2OS (charge -1) at a distorted geometry, from the OMol25 dataset.

charge: -1
SMILES: C/N=N/C([O-])=S
DFT total energy: -17985.0438 eV
ΔE to the lowest compared entry with this formula, charge and spin: 10.1 kcal per mole
HOMO-LUMO gap: 7.2 eV

```
9
Properties=species:S:1:pos:R:3:mulliken_charge:R:1
C -1.0335 1.2119 0.0685 -0.530
N 0.2978 0.6241 0.0529 -0.337
N 0.3736 -0.5088 -0.3935 0.013
C 1.3692 -1.4664 -0.1612 0.305
O 2.3326 -1.6968 -0.8629 -0.591
S 0.6281 -2.2543 1.2085 -0.552
H -1.4964 1.0655 -0.9463 0.235
H -0.9790 2.3832 0.1026 0.208
H -1.4924 0.6417 0.9314 0.250
```


# 6
The following is a quantum chemistry calculation of a gas-phase ion, C2H3N2OS (charge -1) at a distorted geometry, from the OMol25 dataset.

charge: -1
SMILES: O=NC/C=N\[S-]
DFT total energy: -17982.6958 eV
ΔE to the lowest compared entry with this formula, charge and spin: 64.2 kcal per mole
HOMO-LUMO gap (spin up / spin down): 6.1 / 6.1 eV

```
9
Properties=species:S:1:pos:R:3:mulliken_charge:R:1
O 0.9492 -1.3841 2.2705 -0.469
N 0.0571 -1.6592 1.4430 0.160
C 0.1476 -0.8459 0.2498 -0.332
C -1.1949 -0.1294 0.2246 -0.243
N -2.3580 -0.6717 0.0259 -0.418
S -2.6490 -2.2967 0.2342 -0.581
H 0.1782 -1.5229 -0.7239 0.170
H 1.0474 -0.2162 0.2964 0.376
H -1.3236 0.9775 0.3751 0.337
```


# 7
The following is a quantum chemistry calculation of a single C2H3N3 molecule at a distorted geometry, from the OMol25 dataset.

SMILES: c1c[nH]nn1
DFT total energy: -6591.2871 eV
ΔE to the lowest compared entry with this formula, charge and spin: 29.7 kcal per mole
HOMO-LUMO gap: 10.9 eV

```
8
Properties=species:S:1:pos:R:3:mulliken_charge:R:1
C -0.7351 -0.7592 0.2172 -0.272
C 0.0582 -0.1902 -0.7586 -0.192
N 0.7289 0.7291 -0.0807 0.235
N 0.2987 0.8604 1.1121 -0.514
N -0.6133 -0.0027 1.3218 -0.287
H -1.4728 -1.5502 0.1206 0.374
H 0.2214 -0.5102 -1.7961 0.358
H 1.5140 1.4230 -0.1363 0.298
```


# 8
The following is a quantum chemistry calculation of a single C2H3N3 molecule at a distorted geometry, from the OMol25 dataset.

SMILES: c1c[nH]nn1
DFT total energy: -6591.2728 eV
ΔE to the lowest compared entry with this formula, charge and spin: 30.0 kcal per mole
HOMO-LUMO gap: 10.6 eV

```
8
Properties=species:S:1:pos:R:3:mulliken_charge:R:1
C 1.0959 0.2219 -0.0024 -0.409
C -0.1833 0.7195 -0.0297 -0.016
N -1.0171 -0.3035 -0.0522 0.162
N -0.2722 -1.4457 0.0370 -0.432
N 0.9615 -1.1775 -0.0772 -0.200
H 2.1127 0.7820 0.1058 0.300
H -0.7044 1.6775 -0.0279 0.367
H -1.9930 -0.4742 0.0466 0.229
```


# 9
The following is a quantum chemistry calculation of a single C2H3N3O molecule at a distorted geometry, from the OMol25 dataset.

SMILES: Nc1ncno1
DFT total energy: -8637.5200 eV
ΔE to the lowest compared entry with this formula, charge and spin: 68.6 kcal per mole
HOMO-LUMO gap: 10.0 eV

```
9
Properties=species:S:1:pos:R:3:mulliken_charge:R:1
N -1.5575 -0.5409 -0.7857 -0.527
C -0.3649 -0.1255 -0.1491 0.500
N 0.2263 -0.3885 1.0123 -0.504
C 1.5308 0.1671 0.8106 0.009
N 1.5289 0.9491 -0.2239 -0.280
O 0.3570 0.8490 -0.9197 -0.162
H -2.1822 0.3047 -1.3419 0.322
H -1.9494 -1.2816 0.0479 0.334
H 2.4109 0.0667 1.5497 0.308
```


# 10
The following is a quantum chemistry calculation of a single C2H3N3O molecule, from the OMol25 dataset.

SMILES: CN=C=NN=O
DFT total energy: -8636.1699 eV
ΔE to the lowest compared entry with this formula, charge and spin: 99.7 kcal per mole
HOMO-LUMO gap: 9.9 eV

```
9
Properties=species:S:1:pos:R:3:mulliken_charge:R:1
C -1.6410 -0.1893 0.2179 -0.710
N -0.2866 -0.7180 0.3965 -0.349
C 0.5984 -0.0858 -0.1088 0.700
N 1.3761 0.6426 -0.7521 -0.199
N 2.7230 0.7292 -0.4472 0.040
O 3.1088 -0.1879 0.2258 -0.323
H -1.7150 0.8178 0.6353 0.285
H -1.8274 -0.1386 -0.8584 0.294
H -2.3363 -0.8699 0.6910 0.262
```


# 11
The following is a quantum chemistry calculation of a single C2H3N3O molecule at a distorted geometry, from the OMol25 dataset.

DFT total energy: -8635.0962 eV
ΔE to the lowest compared entry with this formula, charge and spin: 124.5 kcal per mole
HOMO-LUMO gap: 9.2 eV

```
9
Properties=species:S:1:pos:R:3:mulliken_charge:R:1
C 1.2742 -0.3691 -0.0141 -0.237
C 1.0067 0.9391 -0.0621 -0.253
N 0.0235 -1.0535 0.0369 -0.680
N -2.1108 -0.0743 0.2375 -0.740
N -0.8800 -0.1647 0.0886 1.081
O -0.3162 1.1415 0.1065 -0.336
H 2.0673 -1.0456 -0.0453 0.433
H 1.5327 1.8014 -0.2069 0.432
H -2.5974 -1.1746 -0.1411 0.301
```


# 12
The following is a quantum chemistry calculation of a single C2H3N3O molecule, from the OMol25 dataset.

SMILES: Oc1ncn[nH]1
DFT total energy: -8640.1258 eV
ΔE to the lowest compared entry with this formula, charge and spin: 8.5 kcal per mole
HOMO-LUMO gap: 10.3 eV

```
9
Properties=species:S:1:pos:R:3:mulliken_charge:R:1
O 0.1185 1.9294 0.4676 -0.494
C 0.0520 0.6560 0.0530 0.515
N 0.4233 0.1198 -1.0838 -0.556
C 0.0761 -1.1893 -0.8977 -0.036
N -0.4782 -1.4757 0.2591 -0.650
N -0.4733 -0.2680 0.8706 0.222
H 0.9698 2.3018 0.2166 0.352
H 0.2256 -1.9537 -1.6487 0.409
H -0.9138 -0.1203 1.7634 0.237
```